# 1
C4H12N2 | wB97M-V/def2-TZVPD

Geometry (Å):
1 C -0.08 1.63 0.59
2 C -1.12 0.64 0.35
3 C -0.98 -0.20 -0.95
4 C -0.25 -1.54 -0.88
5 N 1.01 -1.56 -0.22
6 N 1.23 1.10 1.10
7 H 0.07 2.37 -0.34
8 H -0.37 2.18 1.51
9 H -1.19 -0.10 1.03
10 H -2.05 1.17 0.70
11 H -0.69 0.51 -1.76
12 H -2.01 -0.22 -1.28
13 H -0.78 -2.43 -0.33
14 H -0.19 -2.03 -2.05
15 H 1.49 -0.69 -0.21
16 H 1.29 -2.49 -0.56
17 H 1.49 0.83 2.10
18 H 1.91 0.91 0.38

Properties
ΔE to the lowest compared entry with this formula, charge and spin in kJ/mol: 290.91
Total charge: -1
HOMO-LUMO gap (spin up / spin down) in Ha: 0.1006 / 0.3140
⟨S²⟩: 0.7505
2S+1: 2
HOMO level (spin up / spin down) in Eh: 0.0544 / -0.1627

# 2
C24H25ClHoN2OPSe | wB97M-V/def2-TZVPD

Geometry (Å):
1 Ho -0.83 1.79 -0.14
2 Cl 0.06 1.62 -2.53
3 C -1.89 0.12 1.47
4 O -2.45 -0.58 2.22
5 P 0.57 -0.92 0.46
6 C 2.26 -0.47 1.05
7 C 0.26 -2.33 1.59
8 C 0.95 -1.82 -1.11
9 C 0.05 -3.65 1.16
10 C -0.27 -4.66 2.09
11 C -0.39 -4.35 3.45
12 C -0.16 -3.04 3.88
13 C 0.16 -2.04 2.95
14 H 0.16 -3.89 0.11
15 H -0.38 -5.68 1.74
16 H -0.59 -5.15 4.17
17 H -0.20 -2.80 4.94
18 H 0.38 -1.03 3.30
19 C 2.73 0.83 0.76
20 C 3.97 1.26 1.23
21 C 4.80 0.38 1.95
22 C 4.36 -0.93 2.20
23 C 3.10 -1.34 1.75
24 H 2.13 1.50 0.13
25 H 4.33 2.27 1.00
26 H 5.78 0.69 2.29
27 H 5.00 -1.65 2.71
28 H 2.75 -2.36 1.94
29 C 2.24 -2.25 -1.46
30 C 2.46 -2.96 -2.64
31 C 1.40 -3.22 -3.51
32 C 0.11 -2.76 -3.19
33 C -0.11 -2.06 -2.01
34 H 3.06 -2.04 -0.78
35 H 3.46 -3.34 -2.86
36 H 1.57 -3.80 -4.42
37 H -0.72 -2.99 -3.86
38 H -1.11 -1.69 -1.76
39 H 2.09 3.66 -1.07
40 H 1.92 3.19 -1.65
41 C -2.53 3.39 1.27
42 N -2.79 3.73 -0.14
43 C -3.05 5.04 -0.53
44 C -3.53 4.98 -1.81
45 N -3.62 3.64 -2.15
46 C -4.11 3.16 -3.44
47 C -3.24 2.86 -1.12
48 Se -3.32 0.99 -0.98
49 H -1.49 3.68 1.55
50 H -2.72 2.31 1.48
51 H -3.20 3.94 1.95
52 H -2.87 5.86 0.12
53 H -3.83 5.77 -2.47
54 H -5.12 3.53 -3.62
55 H -3.46 3.51 -4.25
56 H -4.11 2.07 -3.42

Properties
ΔE to the lowest compared entry with this formula, charge and spin in kJ/mol: 73.22
Total charge: +2
HOMO-LUMO gap (spin up / spin down) in Ha: 0.2403 / 0.2382
⟨S²⟩: 6.0053
2S+1: 5
HOMO level (spin up / spin down) in Eh: -0.5109 / -0.5108